C26H58P4SeSn | ωB97M-V with the def2-TZVPD basis set

Properties
total energy	-5005.054322	Ha
gap between HOMO and LUMO (alpha / beta)	2.37 / 4.21	eV
total charge	+4
HOMO level (alpha / beta)	-17.7018 / -17.6932	eV

Each line ends with the Löwdin charge.
Atoms and positions in Å:
1 Sn 0.14632 0.83160 -0.02911  0.486
2 P 0.51738 2.94317 1.54781  0.707
3 P -2.47168 1.41473 -0.42572  0.713
4 P 2.91736 0.65918 -0.35109  0.717
5 H -1.22081 -2.44088 -8.75509  0.131
6 C -0.36152 -3.09867 -8.57940  0.206
7 C -0.52391 -4.36412 -8.16351  0.251
8 H -1.51919 -4.78840 -7.98844  0.135
9 C 0.63948 4.52027 0.64642  -0.226
10 C -0.83172 3.27658 2.71854  -0.213
11 C 2.00251 2.97649 2.60263  -0.211
12 C -3.04855 0.27473 -1.72706  -0.236
13 C -3.67695 1.27883 0.93983  -0.210
14 C -2.79424 3.08224 -1.08403  -0.242
15 C 3.15476 -0.60192 -1.64904  -0.230
16 C 4.13256 0.18914 0.92888  -0.220
17 C 3.71188 2.13670 -1.07278  -0.247
18 H 0.63251 -2.69520 -8.80535  0.127
19 H 0.33100 -5.03379 -8.01524  0.135
20 H 0.66296 5.32346 1.39756  0.087
21 H -0.22627 4.65901 -0.01337  0.044
22 H 1.56008 4.54738 0.04991  0.053
23 H -0.52856 4.13922 3.33155  0.087
24 H -1.00471 2.41247 3.37508  0.034
25 H -1.75635 3.52861 2.17967  0.056
26 H 1.94913 3.88586 3.21914  0.086
27 H 2.91874 3.00243 1.99617  0.047
28 H 2.01825 2.09664 3.26091  0.061
29 H -4.14339 0.19700 -1.70000  0.082
30 H -2.61585 -0.72099 -1.57831  0.036
31 H -2.73392 0.64348 -2.70929  0.051
32 H -4.49720 1.98837 0.77076  0.078
33 H -3.19761 1.52469 1.89277  0.016
34 H -4.08884 0.26562 1.00458  0.054
35 H -3.87779 3.21347 -1.19642  0.081
36 H -2.29437 3.20103 -2.05144  0.028
37 H -2.41405 3.83962 -0.38882  0.044
38 H 4.21686 -0.87259 -1.69621  0.080
39 H 2.83027 -0.21065 -2.61891  0.040
40 H 2.56550 -1.49486 -1.41435  0.043
41 H 5.13960 0.32102 0.50718  0.079
42 H 4.00552 -0.85367 1.24625  0.047
43 H 4.02929 0.84226 1.80519  0.050
44 H 4.79606 1.97121 -1.09312  0.078
45 H 3.49404 3.02179 -0.46440  0.041
46 H 3.33384 2.30245 -2.08801  0.025
47 C 0.41665 1.10021 -3.86594  -0.570
48 C 0.01981 -0.25096 -3.81329  -0.114
49 C -0.07252 -0.99865 -4.99119  -0.040
50 C 0.27315 -0.42781 -6.22351  -0.022
51 C 0.69915 0.90780 -6.28166  -0.011
52 C 0.75959 1.66748 -5.11134  -0.081
53 Se 0.47648 2.27889 -2.36750  0.884
54 H -0.06834 -0.91751 -0.34289  -0.034
55 H -0.22960 -0.70192 -2.84893  0.075
56 H -0.41569 -2.03237 -4.95612  0.117
57 H 0.20460 -1.02266 -7.13065  0.081
58 H 0.97663 1.35823 -7.22965  0.134
59 H 1.05996 2.71462 -5.14237  0.118
60 C -2.47407 0.05189 4.38119  -0.100
61 C -1.02918 -0.47659 4.33993  -0.527
62 C -0.83791 -1.50021 5.46034  -0.090
63 P -0.42930 -0.94334 2.60482  1.050
64 C 1.40711 -1.44919 2.57731  -0.559
65 C 2.05227 -1.73259 3.93331  -0.101
66 C 1.73529 -2.57435 1.57803  -0.115
67 C -1.31084 -2.48769 2.03817  -0.554
68 C -1.28564 -3.65874 3.02061  -0.087
69 C -2.72339 -2.20450 1.50329  -0.105
70 H -3.20613 -0.69133 4.03484  0.077
71 H -2.59968 0.97568 3.80342  0.035
72 H -2.73057 0.29146 5.42487  0.104
73 H -0.36436 0.37849 4.56614  0.091
74 H -1.47781 -2.38057 5.33378  0.075
75 H 0.19986 -1.82133 5.57685  0.057
76 H -1.12919 -1.02608 6.40882  0.103
77 H 1.85385 -0.51633 2.17794  0.019
78 H 1.71861 -2.69047 4.35876  0.091
79 H 3.14376 -1.81360 3.81109  0.095
80 H 1.86514 -0.92800 4.65268  0.077
81 H 1.42144 -2.34024 0.55248  0.034
82 H 2.81859 -2.75355 1.55256  0.089
83 H 1.25713 -3.51337 1.88351  0.086
84 H -0.71834 -2.79180 1.16335  0.075
85 H -2.05321 -3.56817 3.79825  0.085
86 H -1.51570 -4.57575 2.45682  0.102
87 H -0.30713 -3.81434 3.49114  0.076
88 H -2.69420 -1.55896 0.61024  0.035
89 H -3.18224 -3.15634 1.19743  0.101
90 H -3.38245 -1.74046 2.25068  0.067